The following is a DFT calculation (the ωB97M-V functional and the def2-TZVPD basis) of a single C19H18ClN3O molecule.

As for the charge: 0. The calculation puts the max |F| at 4.473 eV Å⁻¹. The spin multiplicity is 1. The structure (SMILES) is CCOC1=NCCn2c(Cc3ccccc3)nc3cc(Cl)cc1c32. Its LUMO energy is 0.25 eV. The calculation puts the orbital gap at 8.8 eV. The calculation puts the calculated total energy at -1434.52522 Eh. The HOMO energy comes out at -8.575 eV.

XYZ file:
```
42
Properties=species:S:1:pos:R:3:forces:R:3
Cl -2.302215 -1.157509 5.424289 -0.022 0.197 -0.121
N -0.420252 -2.275096 -0.601653 -0.187 -0.097 3.597
N -1.467015 2.353049 1.599552 0.648 -1.768 -0.869
O 0.256945 -3.367516 1.339442 -1.061 1.481 -0.378
C -0.407000 -2.289026 0.737307 0.894 -0.975 -4.273
C -1.013727 2.119441 0.370182 -0.487 0.459 1.623
C 2.440419 2.970304 -3.279795 -0.644 -0.081 0.033
C 2.675094 2.842765 -1.912393 0.003 0.233 -0.035
C 1.148421 3.190368 -3.781572 0.854 -0.242 1.285
C -1.937359 0.704512 3.440862 0.356 -0.036 1.168
C -1.356952 -1.583739 2.942774 -0.036 -0.283 -0.718
C 1.601861 2.964520 -1.026513 -0.016 0.324 1.144
C 0.109252 3.329457 -2.869278 -0.149 0.252 0.002
C -1.849173 -0.639059 3.824394 0.037 0.946 -0.463
C -1.498069 1.064361 2.182778 -0.733 1.708 0.686
C -0.975315 -1.229874 1.618850 0.329 -1.968 1.956
C -1.049919 0.115806 1.311888 0.465 -1.022 -2.204
C 0.312855 3.236695 -1.483853 0.152 -0.313 -0.786
N -0.754554 0.760173 0.122740 0.153 1.709 -0.422
C -0.858576 3.343766 -0.520233 0.485 -0.828 -0.737
C 1.533029 -5.390532 1.438258 -0.392 1.194 -0.310
C -1.111658 -1.195370 -1.317423 0.793 -0.127 1.414
C 0.859967 -4.385434 0.499647 -0.330 -0.594 -0.529
C -0.371337 0.134515 -1.152407 0.344 0.074 -0.383
H 3.244701 2.897390 -3.984774 0.398 -0.095 -0.130
H 3.706241 2.697122 -1.564331 -0.589 -0.009 -0.011
H 1.023919 3.219038 -4.845810 -0.335 0.193 -0.288
H -2.186522 1.490594 4.150694 -0.279 -0.269 -0.116
H -1.325222 -2.606693 3.316036 0.244 0.151 -0.478
H 1.721664 2.929649 0.088751 0.213 -0.159 -1.170
H -0.882558 3.565693 -3.236931 -0.102 -0.134 0.013
H -0.702278 4.217957 0.133284 -0.420 -0.490 -0.140
H -1.785576 3.447430 -1.111064 0.298 0.225 0.328
H 1.774817 -6.292116 0.914070 0.215 -0.479 -0.433
H 2.440735 -4.926205 1.800827 0.176 -0.169 0.468
H 0.851542 -5.640467 2.234883 -0.073 -0.064 0.452
H -1.125371 -1.476226 -2.356545 -0.131 -0.034 -0.375
H -2.128970 -1.050576 -0.938310 -0.096 -0.092 -0.224
H 0.096206 -4.939810 -0.129663 0.651 1.102 0.603
H 1.636580 -3.930430 -0.146660 -0.727 -0.092 0.110
H -0.663411 0.776403 -1.992316 0.011 0.172 0.448
H 0.738781 0.004673 -1.239983 -0.913 -0.003 0.264
```
Positions in Å, forces in eV/Å.

=====

The following is a DFT calculation (the ωB97M-V functional and the def2-TZVPD basis) of a single C19H18ClNO6 molecule.

As for the charge: 0. The calculation puts the max |F| at 0.643 eV Å⁻¹. The spin multiplicity is 1. The structure (SMILES) is COc1ccc(C(=O)NCC(=O)OCC(=O)c2ccc(Cl)cc2)cc1OC. Its LUMO energy is 0.13 eV. The calculation puts the orbital gap at 8.3 eV. The calculation puts the calculated total energy at -1701.22495 Eh. The HOMO energy comes out at -8.214 eV.

XYZ file:
```
45
Properties=species:S:1:pos:R:3:forces:R:3
C -1.296310 -0.785858 5.209296 0.131 0.093 0.229
H -0.203580 -0.834516 5.161705 -0.040 0.017 -0.014
H -1.604704 0.229282 5.479311 0.019 -0.037 -0.025
H -1.654798 -1.483925 5.963912 0.050 0.078 -0.021
O -1.884028 -1.201560 4.000485 -0.064 -0.064 -0.447
C -1.596633 -0.512037 2.871454 -0.228 0.032 -0.138
C -0.780090 0.605085 2.796686 -0.190 -0.190 0.224
C -0.557673 1.231839 1.582595 -0.140 0.006 -0.429
C -1.135338 0.750663 0.417925 0.088 0.111 0.595
C -1.964813 -0.373675 0.483039 -0.020 -0.079 0.084
C -2.203756 -1.003204 1.689073 -0.027 -0.033 0.211
O -2.997918 -2.093923 1.859442 0.226 0.212 0.239
C -3.634657 -2.645724 0.735009 -0.090 -0.076 -0.175
H -4.318311 -1.930735 0.264782 0.040 -0.016 0.010
H -4.205513 -3.493698 1.109630 0.022 0.049 -0.081
H -2.910272 -2.999759 -0.006814 -0.014 0.032 0.019
H -2.456293 -0.732574 -0.406947 -0.094 -0.074 -0.056
C -0.877894 1.506390 -0.832165 -0.093 0.009 -0.096
O -0.486185 2.656379 -0.831156 0.107 0.154 0.050
N -1.154528 0.846265 -1.997486 -0.079 -0.217 -0.245
H -1.257757 -0.155274 -1.990530 0.012 0.060 0.105
C -0.897134 1.465384 -3.278149 0.104 0.114 -0.029
C 0.462165 0.991836 -3.776019 -0.578 -0.237 -0.155
O 0.647904 -0.027374 -4.391359 -0.031 0.008 -0.051
O 1.416530 1.812413 -3.359298 0.250 0.458 0.276
C 2.776575 1.466408 -3.585494 0.490 -0.138 -0.338
H 2.830869 0.555483 -4.195745 0.035 0.161 0.102
C 3.502280 1.258999 -2.254806 -0.282 0.111 -0.396
O 4.571771 1.776980 -2.048410 0.000 0.035 -0.024
C 2.817129 0.413200 -1.251477 -0.042 -0.222 0.540
C 2.998228 0.720833 0.097600 -0.020 -0.021 -0.239
C 2.421877 -0.053861 1.082706 0.000 -0.137 0.028
C 1.669499 -1.162447 0.721048 0.177 0.153 -0.295
C 1.480712 -1.485039 -0.614784 -0.017 -0.102 0.187
C 2.051232 -0.698753 -1.597372 0.181 0.203 0.005
H 1.924905 -0.984757 -2.630186 -0.049 0.027 -0.120
H 0.905268 -2.358239 -0.880422 -0.051 -0.099 0.005
Cl 0.982905 -2.167006 1.938850 0.050 -0.271 0.148
H 2.562187 0.186195 2.124368 -0.015 0.010 0.116
H 3.598109 1.579867 0.355842 0.064 0.073 0.042
H 3.251739 2.294199 -4.118837 -0.065 -0.158 0.134
H -0.874077 2.544716 -3.114115 -0.071 -0.158 -0.105
H -1.674813 1.183413 -3.991238 0.172 0.044 0.022
H 0.067678 2.108606 1.523771 0.047 0.086 -0.012
H -0.312484 0.999504 3.684281 0.035 -0.007 0.120
```
Positions in Å, forces in eV/Å.

=====

Which formula does entry 1 have?
C19H18ClN3O

=====

The highest calculated total energy belongs to which entry?
C19H18ClN3O